1.
Below is a structure of composition C20H36NOOsP2 in a non-equilibrium geometry, with properties calculated with the ωB97M-V functional and the def2-TZVPD basis.

## Properties
- frontier orbital gap (spin up / spin down) (eV) = 4.68 / 4.25
- LUMO level (spin up / spin down) (eV) = -7.04 / -9.58
- HOMO (spin up / spin down) (eV) = -11.72 / -13.83
- total energy (Eh) = -1685.9538
- 2S+1 = 6
- energy above the lowest of the compared OMol25 structures with the same formula, charge and spin (eV) = 0.911
- net charge = +2

```
61
Properties=species:S:1:pos:R:3:forces:R:3:mulliken_charge:R:1
Os 1.140 -2.430 -1.437 1.274 4.166 4.413 0.3004
P 0.127 -3.240 -3.100 -0.673 -1.638 -2.625 0.1834
P 0.316 -0.425 -2.401 -0.375 3.331 -4.518 0.5552
O -0.920 -0.549 2.170 0.037 -0.157 1.959 -0.2780
N -0.896 -0.396 3.475 -0.485 -0.057 -0.367 0.4632
C 0.806 2.692 2.492 -0.070 -0.219 0.583 -0.5225
C 1.962 -3.576 -3.292 -0.946 -0.554 -0.872 -1.1331
C -0.369 -2.250 -4.506 0.461 0.406 -1.135 -0.6549
C 1.184 -2.809 0.599 0.516 -0.604 0.855 -0.7773
C -2.073 -0.162 4.159 -0.551 0.079 -1.638 -0.0433
C 1.548 0.883 -2.976 1.083 -0.595 0.724 -1.2646
C 0.350 0.189 5.421 -0.508 -0.039 0.357 -0.7221
C -0.489 2.437 -0.754 -0.755 0.435 -0.822 -0.1744
C -2.038 0.363 5.411 -1.743 0.106 0.631 -0.6603
C -0.843 0.601 6.060 1.250 -0.397 -0.592 -0.0634
C 1.193 2.075 1.156 -0.139 0.727 -0.395 0.0398
C -2.011 2.605 1.073 0.611 0.435 1.832 0.0350
C 0.727 2.899 -0.115 0.934 0.585 0.473 -1.0239
C -1.342 3.844 1.824 -1.083 -0.568 0.668 -1.1378
C -0.260 3.453 2.802 0.757 -0.439 -0.533 -0.3696
C 0.598 -1.046 -4.260 -0.796 -1.576 2.483 -1.7687
C -1.747 2.530 -0.399 0.020 -0.636 0.157 -0.3512
C -0.290 -4.704 -2.180 -2.288 -0.267 -1.161 -1.0188
C 0.285 -0.354 4.164 1.549 0.402 -0.802 0.0399
C -1.274 0.521 -3.080 0.335 -1.323 0.200 -1.0229
H -1.127 0.565 -4.183 -0.219 0.029 0.963 0.3878
H 0.833 -3.820 0.890 0.136 0.615 0.039 0.4814
H 1.917 -4.672 -3.380 0.756 0.489 0.067 0.4900
H -2.114 -0.143 -2.842 -0.125 0.544 -0.113 0.3756
H 0.139 -5.577 -2.640 -0.058 -0.719 0.305 0.3900
H -3.011 0.603 5.882 0.786 -0.181 -0.289 0.3933
H 1.672 -1.250 -4.132 -0.468 -0.388 -1.051 0.4492
H -1.384 1.528 -2.675 0.089 -0.450 0.129 0.2975
H 1.317 0.313 5.902 -0.203 -0.138 -0.127 0.4266
H 0.843 1.023 1.112 0.084 0.421 -0.180 -0.3097
H -1.398 -4.705 -2.089 0.672 -0.493 0.241 0.3776
H 2.251 -2.690 0.919 -0.715 -0.178 -0.194 0.3635
H 2.014 -1.088 -1.285 0.959 -0.298 0.253 0.0654
H -1.583 1.694 1.591 -0.639 0.742 -0.637 -0.4569
H -0.130 -2.651 -5.500 -0.282 -0.423 0.320 0.4231
H 1.359 1.865 -2.566 0.189 0.067 0.225 0.3585
H 0.422 3.957 0.132 1.102 -0.965 0.055 0.4053
H 0.431 -0.232 -4.918 -0.200 0.382 -0.621 1.0137
H -2.617 2.489 -1.052 0.275 -0.223 -0.109 0.4866
H 0.142 -4.343 -1.242 -0.219 -1.211 0.419 0.4059
H 1.592 2.973 -0.823 -0.745 -0.098 0.573 0.4354
H 2.289 2.039 1.090 -0.275 -0.079 0.247 0.5579
H -1.020 4.606 1.133 0.140 0.223 -0.284 0.5720
H 1.511 2.430 3.300 -0.324 0.311 -0.300 0.5167
H 2.563 0.469 -2.691 -0.958 0.863 -0.292 0.4389
H -1.444 -1.978 -4.475 0.715 0.025 0.056 0.3550
H 1.502 0.942 -4.077 0.108 0.302 0.794 0.4001
H -2.988 -0.334 3.561 0.718 0.191 0.479 0.4210
H 2.564 -3.298 -2.347 0.629 -0.225 -0.692 0.2965
H 0.597 -2.029 1.099 -0.046 -0.215 -0.060 -0.1734
H 2.350 -3.067 -4.171 0.454 -0.322 0.247 0.4092
H -0.374 3.828 3.824 0.187 -0.162 -0.323 0.4532
H 1.191 -0.654 3.600 -0.846 0.225 0.294 0.4378
H -0.804 1.072 7.026 -0.055 0.087 0.186 0.4958
H -3.074 2.649 1.293 -0.106 -0.176 -0.144 0.5438
H -2.116 4.337 2.431 0.064 -0.173 -0.354 0.3857
```
Forces are in eV/Å.


2.
Below is a cluster of 8 separate species, C20H37BN8O5S in total, with properties calculated with the ωB97M-V functional and the def2-TZVPD basis.

## Properties
- frontier orbital gap (eV) = 9.26
- LUMO level (eV) = 0.40
- HOMO (eV) = -8.86
- total energy (Eh) = -2021.4765
- 2S+1 = 1
- net charge = 0

```
72
Properties=species:S:1:pos:R:3:forces:R:3:mulliken_charge:R:1
S -5.671 -3.325 0.678 0.250 0.326 0.235 0.4041
O -3.348 -2.729 1.551 0.068 0.019 0.512 -0.2308
O -5.448 -4.444 1.544 -0.051 -0.511 0.169 -0.4861
O -4.228 -2.604 0.419 0.003 -0.017 -0.295 -0.0568
O -8.562 -2.849 1.655 0.228 -0.234 -0.235 -0.5242
O -6.313 -2.146 1.590 0.005 -0.095 -0.358 -0.2962
N -8.125 -0.582 0.854 0.403 0.255 -0.072 0.0587
N 7.593 2.584 -3.723 0.146 0.057 -0.246 -0.4363
N -0.676 -5.524 1.880 0.090 -0.018 0.013 -0.4627
N 2.375 0.836 -1.309 -0.006 0.000 -0.090 -0.4619
N 7.472 -1.754 -0.628 0.013 -0.071 -0.026 -0.5383
N 4.635 4.900 -3.379 0.099 0.089 0.027 -0.3790
N 6.679 1.537 0.394 0.092 0.155 0.206 -0.5387
N -5.070 2.167 0.304 -0.049 0.021 -0.063 -0.4572
C -0.217 -1.332 -0.036 0.066 0.587 0.142 -0.6096
C 8.564 4.852 -2.912 0.155 0.300 0.014 -0.8503
C 3.504 4.981 -3.553 -0.007 -0.100 0.107 0.4161
C 8.048 3.585 -3.400 -0.211 -0.035 0.210 0.3761
C -7.715 0.539 1.708 -0.585 -0.083 0.403 -1.0210
C 0.563 -0.549 1.036 -0.037 -0.212 -0.245 -1.0809
C 6.411 -0.455 2.042 -0.015 -0.229 0.332 -0.7943
C -3.100 -6.378 2.274 -0.228 -0.124 0.122 -0.7362
C -1.712 -1.463 0.256 0.189 -0.621 -0.417 0.6414
C 3.766 2.760 -0.252 0.274 0.369 0.206 -0.4324
C 2.062 5.050 -3.729 -0.275 0.022 -0.099 -0.8870
C 6.546 0.018 -2.293 -0.166 0.075 -0.254 -0.3553
C 6.560 0.671 1.137 0.079 -0.144 0.024 0.5063
C -2.029 -2.757 0.992 -0.310 0.663 -0.635 -0.6693
C -7.784 -0.389 -0.572 -0.421 -0.420 0.206 -0.9167
C -4.203 1.796 0.956 0.009 -0.003 -0.018 0.4608
C 7.061 -0.973 -1.363 -0.027 -0.019 -0.156 0.4495
C -3.105 1.326 1.785 0.145 0.047 0.261 -0.7388
C 2.988 1.687 -0.842 0.004 -0.009 -0.058 0.5060
C -1.743 -5.907 2.055 0.011 -0.057 0.024 0.4761
B -7.677 -1.866 1.365 -0.249 0.310 0.166 0.5451
H 3.198 3.271 0.526 -0.086 -0.105 -0.012 0.3349
H 8.939 5.456 -3.736 -0.010 -0.033 -0.041 0.3036
H 0.827 0.430 0.653 0.004 0.169 0.060 0.1286
H 1.815 5.389 -4.734 0.059 0.005 -0.021 0.3233
H 5.863 0.697 -1.785 0.089 -0.072 0.036 -0.1139
H 9.376 4.689 -2.206 -0.005 -0.086 -0.010 0.2861
H -3.326 0.336 2.184 -0.098 0.019 -0.018 0.1706
H 6.004 -0.457 -3.109 0.043 -0.144 0.032 0.3776
H 4.693 2.377 0.182 -0.225 0.018 -0.120 0.0474
H -2.100 -0.612 0.812 0.176 -0.237 -0.124 -0.9290
H -0.107 -0.800 -0.978 0.124 -0.027 -0.125 0.4087
H -1.973 -3.589 0.294 0.207 -0.215 0.109 0.3526
H 6.917 -0.258 2.985 0.003 0.108 0.003 0.2864
H 0.248 -2.304 -0.190 -0.148 -0.206 0.006 0.3536
H -2.937 2.004 2.620 -0.073 0.072 -0.012 0.4218
H -3.720 -5.581 2.682 0.045 0.057 -0.053 0.1946
H -7.146 0.475 -0.725 0.173 0.032 0.002 0.3214
H 5.359 -0.645 2.247 -0.039 0.075 -0.043 0.2235
H -9.426 -2.539 1.373 -0.297 -0.016 0.116 0.3460
H -8.437 0.662 2.518 -0.048 -0.050 0.083 0.2638
H -2.225 -1.513 -0.703 -0.268 0.193 0.007 0.4139
H -7.293 -1.276 -0.978 0.227 0.016 -0.093 0.2967
H -8.700 -0.273 -1.150 -0.042 0.188 -0.106 0.2449
H -2.187 1.262 1.203 -0.074 0.141 -0.007 0.1671
H -3.106 -7.218 2.966 0.095 -0.005 0.000 0.3720
H 1.622 5.743 -3.015 0.070 0.023 0.028 0.2759
H 1.494 -1.060 1.266 0.095 0.052 0.216 0.3051
H -7.734 1.468 1.150 0.219 0.062 -0.121 0.4399
H -3.550 -6.699 1.336 0.038 0.041 -0.039 0.2339
H 4.042 3.499 -1.005 -0.027 -0.081 -0.106 0.0169
H 6.842 -1.352 1.599 0.025 0.104 -0.136 0.3279
H 7.774 5.408 -2.410 -0.086 -0.078 -0.036 0.2710
H -0.013 -0.410 1.949 -0.012 -0.155 0.175 0.4431
H 1.614 4.069 -3.579 0.080 -0.040 0.012 0.2665
H -1.350 -2.917 1.824 -0.166 -0.152 0.285 0.4877
H 7.345 0.617 -2.726 -0.006 -0.120 0.133 0.2273
H -6.741 0.390 2.177 0.244 0.151 -0.188 0.2279
```
Forces are in eV/Å.


3.
Below is a cluster of 5 separate species, C20H37F3O14 in total in a non-equilibrium geometry, with properties calculated with the ωB97M-V functional and the def2-TZVPD basis.

## Properties
- frontier orbital gap (eV) = 11.27
- LUMO level (eV) = 0.53
- HOMO (eV) = -10.74
- total energy (Eh) = -2137.2886
- 2S+1 = 1
- SMILES = CCOC(=O)C(F)(F)F.CCOC(=O)OC.CCOC(=O)OC.CCOC(=O)OC.CCOC(=O)OC
- energy above the lowest of the compared OMol25 structures with the same formula, charge and spin (eV) = 0.000
- net charge = 0

```
74
Properties=species:S:1:pos:R:3:forces:R:3:mulliken_charge:R:1
F -2.341 -2.539 1.457 -0.031 -0.075 -0.070 -0.2190
F -0.707 -3.301 2.639 0.182 -0.177 0.072 -0.2561
F -2.240 -2.084 3.569 0.107 -0.048 -0.086 -0.2711
O 0.307 -0.740 2.821 0.257 0.025 0.261 -0.5299
O -1.219 -0.252 1.245 -0.098 -0.148 -0.025 -0.1588
O 4.448 -3.637 6.111 0.081 0.015 0.276 -0.3209
O 0.244 1.559 -4.172 0.107 0.173 -0.031 -0.6084
O -4.368 -3.735 -2.119 -0.004 0.054 0.296 -0.5649
O 6.222 -4.853 6.187 -0.102 -0.090 0.368 -0.3318
O -0.060 7.139 0.213 0.000 0.298 -0.087 -0.5635
O -1.992 6.116 -0.406 0.381 -0.327 0.000 -0.3441
O 1.685 0.458 -2.840 0.163 0.202 0.287 -0.3694
O 1.666 2.610 -2.761 0.171 0.189 0.253 -0.3399
O -3.380 -3.415 -4.114 0.325 0.283 0.018 -0.2594
O -0.314 4.916 0.199 -0.062 -0.774 -0.121 -0.0979
O 5.832 -3.656 4.321 -0.022 0.017 0.047 -0.5611
O -3.431 -1.770 -2.729 0.219 0.276 -0.122 -0.2971
C -0.723 6.159 0.010 -0.324 0.199 0.161 0.6869
C 2.458 -3.401 4.773 -0.294 -0.445 -0.064 -0.6820
C 0.987 4.791 0.746 1.080 0.791 0.003 -0.7778
C -1.505 -2.262 2.456 -0.368 0.196 0.172 0.8675
C -3.782 -3.035 -2.900 -0.227 -0.306 -0.132 0.7247
C -2.636 7.378 -0.529 -0.353 0.780 -0.663 -0.1806
C -3.103 7.895 0.806 -0.039 -0.089 0.549 -1.1383
C -2.759 -5.085 -5.675 0.626 0.761 -0.546 -1.2077
C 1.272 -0.799 -3.407 -0.281 -0.164 0.385 -0.4792
C -0.536 0.992 0.950 -0.412 0.311 -0.200 -0.3798
C -1.262 1.600 -0.221 -0.034 0.219 -0.884 -0.1891
C -0.131 -1.213 -3.017 -0.564 -0.006 0.205 -0.7293
C 1.117 1.552 -3.339 -0.381 -0.422 -0.394 0.9116
C -3.758 -1.171 -1.472 0.249 -0.068 -0.036 -0.4297
C 1.268 3.905 -3.237 0.089 -0.275 -0.092 -0.4993
C 5.525 -4.010 5.431 0.106 0.081 -0.338 0.7577
C -3.485 -4.806 -4.384 -0.548 -0.952 -0.414 -0.1748
C 3.580 -2.696 5.472 0.117 0.865 -0.326 -0.3366
C 7.449 -5.304 5.629 0.141 -0.225 -0.249 -0.6303
C -0.681 -0.985 2.201 -0.010 0.003 -0.287 0.3128
H -0.623 1.610 1.843 0.349 0.056 0.011 0.4607
H -4.831 -1.012 -1.410 -0.048 -0.003 0.155 0.4083
H -0.369 -0.973 -1.976 0.320 0.086 0.000 -0.0161
H -3.546 7.075 1.377 0.006 0.036 -0.036 0.2943
H -3.390 -1.775 -0.645 -0.202 -0.109 -0.035 0.2178
H 1.394 -0.744 -4.486 0.043 -0.120 -0.038 0.2991
H 1.219 3.741 0.865 -0.269 -0.108 0.154 0.2055
H 1.806 -3.934 5.466 0.028 0.056 0.043 0.2996
H -3.471 7.221 -1.213 -0.047 -0.272 0.167 0.3289
H 7.788 -6.125 6.253 -0.044 0.039 0.109 0.2188
H -1.396 0.844 -0.999 -0.142 -0.042 0.150 -0.3660
H 8.190 -4.507 5.631 -0.032 0.037 -0.058 0.2859
H 4.127 -2.086 4.750 0.234 -0.281 0.049 0.3179
H -2.280 8.308 1.389 0.022 -0.058 -0.050 0.2961
H 1.262 4.539 -2.357 -0.095 0.160 -0.063 -0.0015
H -3.170 -4.487 -6.494 -0.235 -0.126 0.129 0.3006
H 1.852 -2.711 4.186 0.028 0.088 0.043 0.0668
H 2.889 -4.139 4.093 -0.067 0.044 -0.082 0.2889
H 1.083 5.371 1.667 -0.249 -0.394 0.172 0.3331
H 3.272 -1.996 6.248 -0.244 -0.282 0.161 0.3311
H 0.499 0.776 0.697 0.085 -0.016 0.212 0.3231
H -4.533 -5.098 -4.513 0.022 0.254 0.211 0.2811
H -0.910 -0.754 -3.620 0.103 -0.012 -0.121 0.3687
H -3.104 -5.401 -3.554 0.143 0.194 0.054 0.3288
H 1.756 5.239 0.104 -0.304 -0.159 -0.238 0.3266
H -2.793 -6.128 -5.978 -0.098 -0.121 0.212 0.3779
H -2.223 2.053 0.022 -0.073 -0.266 0.205 0.3947
H -3.868 8.665 0.719 0.041 0.056 -0.230 0.3834
H 1.961 -1.511 -2.959 0.251 0.083 -0.240 0.3399
H -1.979 8.082 -1.042 0.149 -0.025 0.201 0.2920
H -3.216 -0.231 -1.468 -0.192 0.093 -0.042 0.0317
H 2.013 4.248 -3.953 0.010 0.068 0.037 0.3112
H -1.712 -4.765 -5.632 -0.065 -0.241 0.235 0.2849
H 0.299 3.860 -3.727 -0.061 0.001 0.142 0.3494
H -0.235 -2.299 -3.077 0.049 0.023 -0.232 0.4524
H -0.707 2.389 -0.735 0.294 0.013 0.425 -0.0506
H 7.296 -5.667 4.613 0.044 0.099 0.000 0.3015
```
Forces are in eV/Å.